Record 1
DFT (ωB97M-V/def2-TZVPD) results for a cluster of 4 separate species, C4H12O3 in total.

Cartesian coordinates (Å):
C (-1.671, -2.689, -1.154)
C (-2.320, -2.054, -2.129)
C (-2.002, -0.734, -2.694)
C (-2.476, 0.446, -2.309)
H (-0.858, -2.252, -0.587)
H (-2.017, -3.671, -0.873)
H (-3.129, -2.585, -2.636)
H (-1.126, -0.776, -3.346)
H (-2.232, 1.355, -2.850)
H (-3.391, 0.529, -1.727)
H (3.858, -4.023, 3.913)
H (3.929, -5.089, 2.842)
O (3.481, -4.874, 3.665)
H (0.988, 2.301, -2.004)
H (0.080, 2.964, -1.088)
O (0.899, 2.446, -1.056)
H (2.048, 6.477, 2.899)
H (2.214, 5.236, 3.678)
O (1.920, 6.154, 3.790)

Output
Spin multiplicity   1
SMILES   C=CC=C.O.O.O

***

Record 2
DFT (ωB97M-V/def2-TZVPD) results for a cluster of 12 separate species, C39H110F3N9O18S in total.

Cartesian coordinates (Å):
C (6.844, -5.221, 5.164)
C (5.414, -4.769, 5.247)
C (4.609, -4.526, 3.992)
O (3.334, -4.004, 4.368)
C (2.184, -4.875, 4.366)
N (4.625, -5.765, 6.069)
H (5.114, -5.838, 6.943)
H (3.719, -5.362, 6.230)
H (4.466, -6.668, 5.597)
H (7.300, -4.919, 6.119)
H (7.442, -4.630, 4.449)
H (7.035, -6.248, 4.963)
H (5.375, -3.846, 5.822)
H (4.489, -5.433, 3.436)
H (5.102, -3.815, 3.339)
H (1.374, -4.229, 4.748)
H (2.297, -5.757, 4.989)
H (1.957, -5.145, 3.335)
C (-4.165, 1.486, -3.962)
C (-4.033, 1.597, -5.462)
C (-3.028, 0.624, -6.001)
O (-3.192, 0.766, -7.362)
C (-2.051, 0.276, -8.076)
N (-5.285, 1.400, -6.283)
H (-5.834, 0.608, -5.964)
H (-5.817, 2.258, -6.368)
H (-4.949, 1.080, -7.210)
H (-4.372, 0.443, -3.691)
H (-4.986, 2.093, -3.595)
H (-3.214, 1.806, -3.523)
H (-3.646, 2.574, -5.781)
H (-3.227, -0.430, -5.631)
H (-2.016, 0.847, -5.678)
H (-2.451, 0.143, -9.071)
H (-1.692, -0.690, -7.673)
H (-1.278, 1.071, -8.102)
C (-0.194, 1.251, 5.578)
C (0.262, 0.402, 4.407)
C (-0.511, -0.944, 4.324)
O (0.034, -2.075, 4.980)
C (-1.085, -3.017, 5.098)
N (0.048, 1.276, 3.143)
H (0.116, 0.699, 2.269)
H (-0.922, 1.639, 3.053)
H (0.687, 2.065, 3.118)
H (0.475, 2.091, 5.822)
H (-0.248, 0.620, 6.457)
H (-1.198, 1.643, 5.464)
H (1.343, 0.165, 4.440)
H (-0.649, -1.240, 3.226)
H (-1.484, -0.743, 4.817)
H (-1.810, -2.508, 5.721)
H (-0.688, -3.938, 5.456)
H (-1.498, -3.115, 4.111)
C (-3.993, 7.548, 3.129)
C (-4.856, 6.940, 1.981)
C (-4.098, 5.860, 1.248)
O (-5.081, 5.229, 0.498)
C (-4.452, 4.296, -0.420)
N (-6.147, 6.396, 2.546)
H (-5.948, 5.912, 3.403)
H (-6.869, 7.094, 2.753)
H (-6.542, 5.719, 1.878)
H (-2.900, 7.428, 2.992)
H (-4.221, 7.138, 4.112)
H (-4.248, 8.597, 3.241)
H (-5.135, 7.677, 1.240)
H (-3.676, 5.166, 1.959)
H (-3.308, 6.238, 0.594)
H (-4.902, 4.324, -1.443)
H (-4.511, 3.321, 0.016)
H (-3.390, 4.531, -0.578)
C (0.203, -6.224, -4.135)
C (-1.136, -5.829, -4.627)
C (-1.361, -4.332, -4.774)
O (-0.490, -3.785, -5.726)
C (0.679, -3.216, -5.155)
N (-1.332, -6.365, -6.074)
H (-0.815, -5.788, -6.697)
H (-1.047, -7.337, -6.128)
H (-2.286, -6.363, -6.338)
H (0.353, -5.643, -3.236)
H (0.953, -5.928, -4.857)
H (0.170, -7.277, -3.896)
H (-1.972, -6.243, -4.060)
H (-1.137, -3.765, -3.909)
H (-2.381, -4.029, -5.073)
H (1.107, -2.846, -6.068)
H (1.311, -3.903, -4.600)
H (0.399, -2.345, -4.554)
C (1.309, 6.788, 0.123)
C (1.803, 7.042, 1.531)
C (2.582, 5.838, 2.103)
O (3.124, 6.267, 3.295)
C (3.686, 5.255, 4.156)
N (2.775, 8.210, 1.643)
H (2.271, 9.058, 1.875)
H (3.366, 8.028, 2.485)
H (3.378, 8.354, 0.856)
H (0.541, 6.019, 0.215)
H (2.082, 6.440, -0.576)
H (0.797, 7.657, -0.273)
H (0.947, 7.333, 2.180)
H (3.447, 5.564, 1.474)
H (1.950, 4.953, 2.199)
H (4.610, 4.769, 3.740)
H (2.917, 4.449, 4.289)
H (3.918, 5.718, 5.103)
C (6.327, -0.830, -5.124)
C (6.240, -1.316, -3.708)
C (4.924, -2.061, -3.431)
O (5.095, -2.643, -2.158)
C (3.929, -3.255, -1.706)
N (7.398, -2.229, -3.334)
H (8.343, -1.817, -3.276)
H (7.231, -2.624, -2.423)
H (7.556, -2.940, -4.022)
H (7.257, -0.432, -5.428)
H (5.610, -0.022, -5.274)
H (6.040, -1.680, -5.726)
H (6.308, -0.511, -2.997)
H (4.651, -2.786, -4.193)
H (4.219, -1.217, -3.555)
H (3.173, -2.502, -1.454)
H (4.169, -3.850, -0.816)
H (3.532, -3.935, -2.475)
C (-4.295, -2.623, 2.883)
C (-3.959, -2.206, 1.472)
C (-5.131, -2.665, 0.588)
O (-4.942, -2.020, -0.625)
C (-4.724, -2.761, -1.755)
N (-3.729, -0.747, 1.288)
H (-4.349, -0.159, 1.891)
H (-2.776, -0.492, 1.360)
H (-3.906, -0.393, 0.317)
H (-4.357, -3.736, 2.890)
H (-5.328, -2.282, 3.147)
H (-3.566, -2.334, 3.635)
H (-3.048, -2.702, 1.147)
H (-6.087, -2.330, 0.979)
H (-5.045, -3.737, 0.508)
H (-5.044, -2.232, -2.666)
H (-5.290, -3.713, -1.730)
H (-3.663, -3.087, -1.775)
C (5.197, 1.901, -0.111)
C (3.734, 1.661, 0.152)
C (2.861, 2.069, -1.038)
O (1.539, 2.051, -0.509)
C (0.593, 2.553, -1.437)
N (3.384, 0.256, 0.330)
H (4.045, -0.354, -0.145)
H (3.244, -0.115, 1.263)
H (1.067, -0.937, 0.081)
H (5.477, 1.188, -0.902)
H (5.778, 1.755, 0.804)
H (5.340, 2.892, -0.525)
H (3.255, 2.184, 0.977)
H (2.999, 1.202, -1.747)
H (3.131, 3.025, -1.539)
H (-0.412, 2.287, -1.072)
H (0.708, 2.021, -2.398)
H (0.644, 3.626, -1.650)
O (-1.224, -4.283, -1.444)
C (0.100, -4.307, -1.351)
O (0.709, -3.149, -1.700)
O (0.470, -5.348, -0.964)
H (-1.552, -3.559, -2.026)
O (-0.439, -0.984, -2.004)
C (-0.891, -0.660, -0.827)
O (-0.007, -0.880, 0.256)
O (-1.936, -0.198, -0.424)
H (0.226, -2.248, -1.753)
C (-4.116, 1.794, 4.855)
F (-5.238, 1.914, 5.515)
F (-3.242, 2.597, 5.441)
F (-3.629, 0.552, 4.963)
S (-4.293, 2.252, 3.133)
O (-2.902, 2.118, 2.584)
O (-5.156, 1.285, 2.553)
O (-4.791, 3.597, 3.315)

Output
Net charge   +6
Spin multiplicity   1

***

Record 3
DFT (ωB97M-V/def2-TZVPD) results for the molecule C3H7NS.

Cartesian coordinates (Å):
C (0.698, -0.242, 1.111)
C (-0.139, 1.208, -0.645)
C (-0.732, -1.125, -0.661)
H (0.287, 0.349, 1.965)
H (0.653, -1.248, 1.447)
H (1.774, 0.066, 0.936)
H (-0.851, 1.758, -0.082)
H (0.831, 1.672, -0.633)
H (-0.530, 1.082, -1.648)
H (-1.000, -0.808, -1.656)
N (-0.117, -0.073, -0.059)
S (-0.872, -2.639, -0.074)

Output
Spin multiplicity   1
SMILES   CN(C)C=S

***

Record 4
DFT (ωB97M-V/def2-TZVPD) results for a structure of composition C51H127CuN8O17.

Cartesian coordinates (Å):
Cu (-1.162, 17.016, 21.408)
C (-3.314, 13.905, 19.502)
C (-4.007, 14.878, 20.424)
C (-4.400, 14.128, 21.736)
O (-3.065, 15.895, 20.617)
H (-3.899, 13.001, 19.331)
H (-2.277, 13.622, 19.684)
H (-3.177, 14.379, 18.529)
H (-4.927, 15.229, 19.957)
H (-5.300, 13.553, 21.518)
H (-4.652, 14.810, 22.548)
H (-3.669, 13.468, 22.202)
C (-0.308, 17.730, 15.714)
O (-1.503, 18.411, 16.253)
C (-1.944, 17.966, 17.525)
C (-3.407, 18.178, 17.788)
N (-3.848, 19.601, 17.696)
C (-5.220, 19.737, 18.101)
C (-5.690, 21.155, 17.572)
O (-5.766, 21.194, 16.135)
C (-6.858, 21.999, 15.705)
H (0.342, 17.341, 16.498)
H (0.174, 18.299, 14.919)
H (-0.742, 16.916, 15.133)
H (-1.315, 18.458, 18.267)
H (-1.770, 16.900, 17.671)
H (-3.616, 17.822, 18.796)
H (-4.011, 17.479, 17.209)
H (-3.946, 19.927, 16.745)
H (-5.444, 19.610, 19.160)
H (-5.879, 19.043, 17.579)
H (-5.092, 21.970, 17.979)
H (-6.652, 21.356, 18.043)
H (-6.863, 22.109, 14.620)
H (-6.698, 23.045, 15.968)
H (-7.809, 21.565, 16.012)
C (-7.895, 16.393, 19.585)
O (-8.749, 17.316, 20.239)
C (-8.435, 18.678, 20.086)
C (-9.540, 19.556, 20.587)
N (-9.485, 20.963, 20.205)
C (-8.565, 21.756, 21.044)
C (-8.390, 23.175, 20.476)
O (-7.823, 23.157, 19.186)
C (-7.601, 24.398, 18.552)
H (-7.738, 16.648, 18.537)
H (-8.314, 15.395, 19.711)
H (-6.911, 16.472, 20.047)
H (-8.188, 18.961, 19.063)
H (-7.577, 18.910, 20.717)
H (-9.623, 19.348, 21.654)
H (-10.424, 19.160, 20.086)
H (-9.161, 21.123, 19.262)
H (-7.602, 21.247, 21.091)
H (-9.033, 21.810, 22.027)
H (-7.756, 23.686, 21.201)
H (-9.366, 23.631, 20.310)
H (-8.453, 25.068, 18.669)
H (-7.492, 24.178, 17.490)
H (-6.634, 24.814, 18.836)
C (-4.055, 18.497, 22.291)
O (-2.625, 18.679, 22.450)
C (-2.081, 19.929, 21.972)
C (-0.542, 19.964, 21.777)
N (-0.193, 19.014, 20.740)
C (1.230, 18.658, 20.731)
C (1.573, 17.519, 19.759)
O (0.821, 16.406, 20.142)
C (0.974, 15.299, 19.255)
H (-4.186, 18.566, 21.211)
H (-4.675, 19.274, 22.738)
H (-4.351, 17.527, 22.692)
H (-2.358, 20.609, 22.779)
H (-2.623, 20.114, 21.045)
H (-0.090, 19.794, 22.754)
H (-0.229, 20.971, 21.500)
H (-0.393, 19.474, 19.863)
H (1.501, 18.309, 21.728)
H (1.825, 19.484, 20.342)
H (2.636, 17.282, 19.720)
H (1.352, 17.783, 18.725)
H (2.006, 14.955, 19.184)
H (0.557, 15.471, 18.262)
H (0.432, 14.461, 19.694)
C (-3.958, 8.607, 23.725)
O (-3.786, 9.929, 24.161)
C (-4.962, 10.714, 24.175)
C (-4.574, 12.057, 24.679)
N (-4.132, 12.028, 26.073)
C (-3.667, 13.378, 26.531)
C (-2.687, 13.283, 27.764)
O (-1.348, 13.048, 27.422)
C (-0.284, 13.113, 28.324)
H (-4.147, 7.932, 24.559)
H (-3.034, 8.297, 23.237)
H (-4.781, 8.471, 23.022)
H (-5.704, 10.211, 24.795)
H (-5.320, 10.806, 23.149)
H (-5.481, 12.661, 24.676)
H (-3.791, 12.461, 24.038)
H (-3.352, 11.386, 26.097)
H (-4.526, 13.977, 26.833)
H (-3.076, 13.879, 25.764)
H (-3.093, 12.557, 28.469)
H (-2.765, 14.252, 28.257)
H (0.703, 13.065, 27.863)
H (-0.366, 12.563, 29.261)
H (-0.278, 14.099, 28.789)
C (-5.765, 13.708, 17.136)
O (-6.073, 13.507, 15.759)
C (-6.917, 12.399, 15.448)
C (-7.468, 12.703, 14.045)
N (-6.559, 12.527, 12.921)
C (-7.232, 12.890, 11.658)
C (-6.168, 13.320, 10.536)
O (-5.198, 14.121, 11.093)
C (-5.685, 15.388, 11.581)
H (-5.112, 12.858, 17.335)
H (-6.686, 13.745, 17.718)
H (-5.196, 14.613, 17.348)
H (-7.782, 12.244, 16.092)
H (-6.329, 11.482, 15.495)
H (-7.954, 13.664, 14.215)
H (-8.252, 11.967, 13.865)
H (-5.711, 13.067, 13.015)
H (-7.849, 13.766, 11.860)
H (-7.807, 12.025, 11.328)
H (-6.548, 13.794, 9.631)
H (-5.636, 12.403, 10.287)
H (-6.393, 15.835, 10.883)
H (-4.859, 16.077, 11.761)
H (-6.265, 15.293, 12.499)
C (3.651, 11.975, 14.167)
O (2.408, 12.345, 14.721)
C (2.141, 11.763, 15.982)
C (0.641, 11.933, 16.255)
N (0.267, 13.362, 16.516)
C (-1.118, 13.497, 16.798)
C (-2.071, 13.605, 15.527)
O (-1.585, 14.643, 14.646)
C (-2.508, 15.071, 13.604)
H (3.625, 10.922, 13.885)
H (4.481, 12.261, 14.812)
H (3.777, 12.588, 13.275)
H (2.907, 12.175, 16.638)
H (2.367, 10.698, 15.925)
H (0.308, 11.304, 17.080)
H (0.059, 11.659, 15.376)
H (0.485, 13.806, 15.635)
H (-1.218, 14.433, 17.348)
H (-1.426, 12.769, 17.548)
H (-3.027, 13.927, 15.939)
H (-2.134, 12.645, 15.014)
H (-3.552, 15.116, 13.916)
H (-2.399, 14.487, 12.690)
H (-2.176, 16.099, 13.461)
C (-9.464, 18.040, 28.121)
O (-9.307, 16.586, 28.022)
C (-9.238, 16.260, 26.635)
C (-8.815, 14.783, 26.521)
N (-9.148, 14.099, 25.233)
C (-8.162, 14.558, 24.210)
C (-8.263, 13.877, 22.829)
O (-7.860, 12.510, 23.015)
C (-7.798, 11.795, 21.755)
H (-10.238, 18.445, 27.470)
H (-8.537, 18.533, 27.829)
H (-9.675, 18.349, 29.145)
H (-8.434, 16.774, 26.108)
H (-10.211, 16.502, 26.207)
H (-9.341, 14.272, 27.327)
H (-7.760, 14.612, 26.736)
H (-8.952, 13.132, 25.450)
H (-7.173, 14.381, 24.632)
H (-8.209, 15.629, 24.011)
H (-7.642, 14.405, 22.106)
H (-9.282, 13.925, 22.446)
H (-8.825, 11.609, 21.443)
H (-7.275, 10.841, 21.830)
H (-7.330, 12.286, 20.901)
C (-0.527, 11.960, 24.392)
O (0.186, 12.877, 23.515)
C (-0.749, 13.728, 22.858)
C (-1.274, 14.955, 23.562)
N (-0.371, 16.073, 23.434)
C (-0.717, 17.214, 24.313)
C (-0.134, 17.138, 25.737)
O (-0.745, 18.130, 26.537)
C (-0.558, 18.029, 27.933)
H (-0.005, 11.223, 25.001)
H (-1.268, 11.380, 23.841)
H (-1.067, 12.468, 25.190)
H (-1.616, 13.148, 22.539)
H (-0.259, 14.094, 21.955)
H (-1.456, 14.708, 24.608)
H (-2.173, 15.311, 23.059)
H (0.550, 15.775, 23.721)
H (-1.799, 17.291, 24.412)
H (-0.370, 18.139, 23.853)
H (0.949, 17.240, 25.804)
H (-0.294, 16.151, 26.172)
H (-0.922, 17.052, 28.251)
H (-1.074, 18.873, 28.391)
H (0.504, 18.095, 28.169)

Output
Spin multiplicity   1

***

Record 5
DFT (ωB97M-V/def2-TZVPD) results for the molecule C15H10FN5O.

Cartesian coordinates (Å):
F (4.245, -1.480, -1.429)
N (-3.093, -0.349, 0.827)
N (-4.470, -0.452, 1.006)
N (-0.428, 0.439, -0.170)
O (-4.063, 1.334, -0.255)
C (-2.854, 0.725, 0.119)
C (-4.953, 0.548, 0.372)
C (2.059, 0.204, -0.362)
C (3.020, 1.130, -0.636)
C (-1.516, 1.259, -0.297)
C (0.782, 0.915, -0.409)
C (-1.374, 2.601, -0.709)
C (2.762, -3.922, 0.872)
C (1.687, -3.183, 1.365)
C (3.592, -3.326, -0.061)
C (1.450, -1.872, 0.939)
C (-0.059, 3.115, -0.942)
C (3.391, -1.992, -0.491)
C (2.309, -1.253, -0.003)
C (1.006, 2.228, -0.779)
N (-6.267, 0.906, 0.439)
N (2.401, 2.377, -0.890)
H (4.100, 0.904, -0.731)
H (-2.235, 3.261, -0.738)
H (2.978, -4.919, 1.227)
H (0.977, -3.592, 2.110)
H (4.436, -3.853, -0.508)
H (0.610, -1.302, 1.333)
H (0.042, 4.157, -1.143)
H (-6.835, 0.319, 1.063)
H (-6.580, 1.825, 0.025)
H (2.880, 3.247, -1.143)

Output
Spin multiplicity   1
SMILES   Nc1nnc(-c2ccc3[nH]cc(-c4ccccc4F)c3n2)o1

***

Record-wise M values, in g mol⁻¹: 108.137 1082.415 89.163 1188.162 295.277
Record-wise HOMO values, in Eh: -0.3644 -0.7229 -0.3073 -0.2453 -0.2991
Record-wise E_LUMO values, in eV: 0.7 -10.1 0.8 0.5 0.3